Entry 1:
# C30H44BF5N2P2Pt

A molecular structure, C30H44BF5N2P2Pt (wB97M-V/def2-TZVPD, the Open Molecules 2025 dataset).

Geometry as XYZ:
```
85
Properties=species:S:1:pos:R:3:forces:R:3:mulliken_charge:R:1
Pt -0.0309 -0.6654 -0.2979 0.1209 0.0365 -0.0920 1.07
C 4.5497 1.8494 -1.2334 0.0154 0.0081 -0.0807 -1.73
C 3.4073 0.8750 -1.5480 0.0303 0.0499 -0.0110 1.75
C 3.8989 -0.2262 -2.4935 0.0037 0.0235 -0.0219 -2.00
C 2.2637 1.6452 -2.2271 0.0426 0.0687 -0.0280 -1.68
P 2.6255 0.0960 -0.0572 -0.2777 -0.2057 -0.0014 0.31
C 2.4489 1.4696 1.1812 -0.0736 0.0771 -0.0245 -1.63
N 1.0707 1.9485 1.1923 0.0337 -0.2264 -0.0813 0.29
B -0.0513 1.2005 0.6225 -0.0662 0.1540 0.3721 -0.47
N -1.1961 2.0893 0.7883 -0.0375 -0.2092 -0.0233 0.54
C -2.5577 1.7886 0.3499 0.0594 0.0683 0.0819 -2.09
P -2.6248 0.0847 -0.3740 0.3498 -0.0306 -0.3601 0.58
C -3.9753 -0.7423 0.5884 0.0023 -0.0693 0.0221 1.71
C -3.4444 -0.8521 2.0258 -0.1036 -0.0220 0.0188 -1.73
C -5.2953 0.0388 0.5973 -0.0097 -0.0469 0.0543 -1.58
C -4.1882 -2.1480 0.0174 -0.0576 -0.0012 0.0224 -1.78
C -2.9040 0.2825 -2.2005 -0.2227 0.0868 0.0262 1.78
C -4.3246 0.7347 -2.5566 0.0505 0.0510 -0.0555 -1.83
C -1.8885 1.3188 -2.6980 0.0102 -0.0143 -0.0722 -2.03
C -2.6041 -1.0572 -2.8848 -0.0030 -0.0197 -0.0272 -1.64
C -0.8124 3.1909 1.4630 0.1462 0.0938 -0.0059 0.78
C -1.5483 4.3008 1.9007 0.0537 -0.0875 -0.0400 -0.79
C -0.8582 5.2774 2.5614 0.2074 0.0829 0.0828 -0.73
C 0.5606 5.1883 2.8120 -0.2343 0.1132 0.0097 -0.75
C 1.3047 4.1234 2.4031 -0.0371 -0.1273 -0.0751 -0.88
C 0.6262 3.0995 1.7148 -0.1556 0.1336 0.0219 0.54
C 3.6398 -1.1744 0.8526 0.1300 0.0284 -0.0589 2.02
C 2.9328 -1.4664 2.1874 0.0281 -0.0296 0.0070 -2.13
C 5.0652 -0.6729 1.1203 0.0072 -0.0649 0.0199 -1.79
C 3.6883 -2.4705 0.0342 -0.0010 -0.0168 0.0298 -1.60
H 5.0213 2.1367 -2.1763 -0.0169 0.0063 0.0155 0.51
H 5.3232 1.4164 -0.6032 0.0011 -0.0119 -0.0001 0.30
H 4.1934 2.7713 -0.7718 -0.0026 -0.0185 0.0145 0.39
H 4.1496 0.2300 -3.4534 -0.0069 -0.0129 0.0090 0.54
H 3.1363 -0.9871 -2.6770 0.0009 0.0114 0.0125 0.34
H 4.7991 -0.7129 -2.1199 -0.0016 0.0175 -0.0057 0.37
H 2.6532 2.1416 -3.1190 -0.0162 0.0017 0.0152 0.61
H 1.8471 2.4221 -1.5781 -0.0026 -0.0165 -0.0012 0.20
H 1.4566 0.9785 -2.5389 0.0309 -0.0204 -0.0104 0.35
H 3.1285 2.2866 0.9429 0.0010 0.0284 -0.0151 0.54
H 2.7162 1.0857 2.1637 0.0188 0.0062 0.0460 0.54
H -2.8939 2.5236 -0.3815 -0.0106 0.0587 -0.0160 0.57
H -3.2344 1.8337 1.2021 -0.0236 0.0008 0.0141 0.95
H -3.3424 0.1228 2.5081 0.0265 -0.0300 -0.0054 0.25
H -2.4870 -1.3665 2.0752 0.0471 -0.0152 -0.0066 0.27
H -4.1649 -1.4244 2.6147 0.0172 0.0273 -0.0003 0.57
H -5.1911 1.0310 1.0388 -0.0014 0.0021 -0.0147 0.29
H -6.0090 -0.5087 1.2182 0.0224 0.0011 0.0053 0.53
H -5.7355 0.1428 -0.3893 -0.0072 -0.0097 -0.0058 0.32
H -3.2494 -2.7013 -0.0713 0.0063 0.0147 0.0034 0.24
H -4.6730 -2.1229 -0.9586 -0.0021 -0.0034 0.0202 0.35
H -4.8409 -2.7044 0.6931 0.0020 0.0035 -0.0190 0.54
H -4.6149 1.6541 -2.0433 0.0077 -0.0188 0.0109 0.34
H -5.0616 -0.0360 -2.3369 0.0143 -0.0066 -0.0183 0.37
H -4.3725 0.9314 -3.6306 0.0127 0.0026 0.0191 0.53
H -2.1030 2.3313 -2.3555 -0.0106 0.0061 0.0176 0.27
H -1.9225 1.3336 -3.7895 0.0100 0.0171 0.0142 0.63
H -0.8624 1.0637 -2.4114 -0.0086 -0.0180 0.0225 0.36
H -3.2659 -1.8556 -2.5520 0.0204 0.0191 -0.0237 0.31
H -1.5713 -1.3783 -2.7276 0.0034 0.0295 0.0282 0.22
H -2.7489 -0.9328 -3.9601 -0.0009 -0.0265 0.0133 0.56
H -2.6105 4.3842 1.7184 0.0032 -0.0172 -0.0022 0.57
H -1.3835 6.1555 2.9133 0.0243 -0.0050 0.0070 0.46
H 1.0373 5.9998 3.3453 -0.0293 0.0047 0.0001 0.46
H 2.3652 4.0630 2.6042 -0.0080 -0.0192 -0.0116 0.58
H 3.1802 -0.7351 2.9570 -0.0189 0.0042 -0.0020 0.43
H 3.2803 -2.4354 2.5517 0.0096 0.0276 0.0185 0.55
H 1.8465 -1.5209 2.0941 0.0457 0.0295 -0.0207 0.49
H 5.0817 0.2852 1.6446 -0.0123 -0.0048 -0.0142 0.32
H 5.6458 -0.5820 0.2029 -0.0059 -0.0027 -0.0015 0.33
H 5.5752 -1.3996 1.7579 -0.0130 0.0078 -0.0090 0.52
H 2.6896 -2.8831 -0.1184 0.0013 0.0109 0.0005 0.18
H 4.2695 -3.2055 0.5954 -0.0125 0.0064 -0.0208 0.57
H 4.1635 -2.3470 -0.9357 -0.0062 -0.0027 0.0158 0.33
F 0.3535 -3.0135 -2.0711 0.0050 0.1238 0.0446 -0.36
C 0.1321 -3.4846 -0.8404 -0.0997 -0.1676 0.0115 0.55
C -0.0494 -2.5842 0.2297 -0.0684 0.2076 0.0732 -0.53
C -0.2566 -3.1428 1.4999 0.1029 -0.0400 0.0848 0.38
F -0.3826 -2.3514 2.5637 -0.0559 0.0756 -0.0589 -0.43
C -0.3087 -4.4985 1.7011 -0.0131 -0.0492 0.0463 0.64
F -0.5086 -5.0155 2.8988 0.0072 0.0120 -0.0158 -0.29
C -0.1374 -5.3530 0.6064 -0.0068 -0.1081 0.0030 0.39
F -0.1823 -6.6462 0.7892 0.0011 0.0231 -0.0038 -0.25
C 0.0875 -4.8454 -0.6751 0.0076 -0.0813 0.0045 0.70
F 0.2535 -5.6771 -1.6861 -0.0005 0.0148 0.0015 -0.28
```
Forces are in eV/Å.

The value obtained for the energy above the lowest of the compared OMol25 structures with the same formula, charge and spin is 0.162 eV. As for the expectation value of S²: 6.0401. As for the multiplicity: 5. Its energy is -2604.65959 a.u. Its total charge is +2.



Entry 2:
# C30H44BrClN2P2V

A molecular structure, C30H44BrClN2P2V at a distorted geometry (wB97M-V/def2-TZVPD, the Open Molecules 2025 dataset).

Geometry as XYZ:
```
81
Properties=species:S:1:pos:R:3:forces:R:3:mulliken_charge:R:1
N -5.1106 -1.7966 3.7812 0.0482 -0.1167 0.2923 -0.40
C -4.2030 -0.9663 4.2970 0.0950 0.4067 -0.3450 -0.54
C -3.7814 0.1840 3.6275 -0.0899 0.0730 0.0633 -0.39
C -4.3233 0.4604 2.3526 -0.4022 0.1727 -0.4537 0.75
C -5.3285 -0.4018 1.8503 0.1552 -0.4711 0.4691 -0.39
C -5.6887 -1.5187 2.6162 0.0677 0.7476 -0.5751 -0.57
C -3.7444 1.4972 1.5216 0.0065 -0.2783 1.2482 -0.17
V 0.4173 1.2524 -1.2428 0.9263 -1.8681 1.9386 0.79
P 2.9424 0.4880 -1.9000 1.2422 0.2203 -0.6712 0.36
C -3.7821 1.4740 0.1538 1.2521 0.3550 -2.3101 -0.93
C -2.6306 1.9181 -0.6533 -2.3526 -0.0659 1.9518 0.93
C -2.3752 1.3099 -1.9069 0.9417 -0.1360 -0.8798 -0.69
C -1.2675 1.6824 -2.6827 -1.0290 1.2431 -0.1288 -0.36
C -0.4759 2.7693 -2.2186 1.7214 0.1613 -1.4919 -0.39
C -0.6323 3.3245 -0.9280 -0.9024 0.6001 -0.1802 -0.70
C -1.7380 2.9106 -0.1735 1.0520 0.2248 -0.5048 -0.39
Br 1.2971 3.0947 -3.2214 -2.8877 0.3519 1.2334 0.18
H -3.1424 2.2576 2.0342 0.1375 -0.5204 -0.0781 0.51
H -4.5838 0.9616 -0.3969 0.6075 -0.2227 0.3743 0.61
H -3.0412 0.8420 4.0819 -0.1653 -0.0972 -0.1092 0.51
H -5.8150 -0.2242 0.8984 -0.0182 -0.0066 0.1066 0.47
H -3.7885 -1.2107 5.2743 -0.1646 -0.0600 -0.1875 0.41
H -6.4620 -2.1959 2.2523 0.1830 0.0708 0.2132 0.41
H -3.0576 0.5464 -2.2766 0.1822 0.0865 -0.0144 0.67
H -1.9461 3.3789 0.7832 0.2361 0.0199 -0.0672 0.66
H -1.0982 1.3105 -3.6861 -0.0716 -0.1636 0.0975 0.71
H 0.0253 4.1372 -0.6180 -0.2476 -0.1659 0.0694 0.69
P -0.2251 -1.4989 -1.1696 -0.4065 -1.5783 -0.6957 1.67
C 3.5849 2.0909 -1.1926 -0.5282 -0.0341 0.3215 -0.05
C 4.5812 2.8676 -2.0472 0.3892 0.4602 -0.2436 -1.47
H 4.0062 1.8498 -0.2041 -0.0630 -0.1938 -0.2756 0.69
H 2.7229 2.7470 -0.9883 0.2231 -0.1346 0.0631 0.10
H 4.7150 3.8691 -1.6187 -0.0657 -0.2225 0.0056 0.42
H 5.5772 2.4035 -2.0649 -0.4622 0.0619 -0.1548 0.34
H 4.2232 3.0172 -3.0728 0.1736 -0.0553 0.1860 0.30
C 2.8333 0.2920 -3.7437 -1.0877 0.5073 -0.1284 0.23
C 4.1097 0.4546 -4.5620 0.7162 -0.0095 -0.3015 -1.57
H 2.0860 1.0257 -4.0947 0.4619 -0.7421 0.0362 0.19
H 2.3768 -0.6992 -3.9142 0.2675 0.2261 0.2092 0.04
H 3.8506 0.5455 -5.6291 -0.0855 -0.0718 0.3896 0.44
H 4.6660 1.3623 -4.2938 -0.1113 -0.3795 -0.1205 0.32
H 4.7710 -0.4164 -4.4793 -0.1556 0.2727 0.0391 0.40
C 4.2348 -0.7125 -1.4093 -0.7995 -0.9427 0.7502 -0.40
C 5.6848 -0.2829 -1.6420 0.2614 0.5504 -0.2474 -1.43
H 4.0167 -1.6594 -1.9286 0.0403 0.3753 0.1719 0.41
H 4.0521 -0.8807 -0.3359 0.3036 -0.1205 -0.2811 0.48
H 6.3512 -1.1248 -1.4111 -0.3215 0.1210 0.0354 0.43
H 5.8744 0.0012 -2.6855 0.0042 -0.0523 0.4356 0.30
H 5.9553 0.5467 -0.9794 0.0687 -0.2232 -0.1791 0.39
C 0.6098 -2.9266 -0.3162 0.5273 0.5679 0.6699 -1.13
C 2.1189 -3.0527 -0.4399 0.2416 -0.0866 -0.0416 -1.27
H 0.1305 -3.8292 -0.7232 -0.1908 0.3935 0.0164 0.69
H 0.3417 -2.8629 0.7457 0.0797 -0.0976 -0.2118 0.43
H 2.4301 -4.0311 -0.0502 -0.0476 0.2502 -0.1208 0.47
H 2.4675 -2.9887 -1.4771 -0.1486 -0.1262 0.1554 0.25
H 2.6371 -2.2911 0.1506 -0.1502 -0.1384 -0.0475 0.25
C -0.2302 -2.1918 -2.8919 0.2813 0.4851 0.0195 -0.83
C -1.3682 -1.6962 -3.7705 -0.0811 -0.0479 -0.3286 -0.91
H -0.2719 -3.2876 -2.7882 0.0365 0.3566 0.0820 0.62
H 0.7487 -1.9381 -3.3285 -0.2970 -0.2379 0.0022 0.09
H -1.3364 -2.2207 -4.7347 -0.0627 0.2190 0.2216 0.48
H -2.3490 -1.8926 -3.3265 0.1436 -0.0075 -0.1400 0.24
H -1.2893 -0.6235 -3.9679 -0.0242 -0.2292 -0.1277 0.02
C -1.9774 -1.8427 -0.6037 -0.3394 0.9070 -0.0553 0.15
C -2.2174 -2.3466 0.8198 0.0858 -0.1315 0.2474 -1.42
H -2.4210 -2.5463 -1.3233 0.3581 0.1229 0.0785 0.69
H -2.5034 -0.8831 -0.7368 -0.0952 -0.4888 0.0687 -0.47
H -3.2857 -2.5674 0.9472 0.2709 0.0575 -0.0982 0.42
H -1.6704 -3.2714 1.0449 -0.2558 0.2737 -0.0805 0.32
H -1.9611 -1.5918 1.5730 -0.0563 -0.1622 -0.0480 0.30
Cl 1.8699 3.7500 3.7512 -0.1007 -0.2746 -0.2020 -0.10
C 1.2485 2.3620 2.9604 0.2976 0.5133 -0.6134 -0.25
C 0.9213 1.2155 3.6863 -0.0634 -0.1215 -0.3441 -0.50
C 0.3725 0.1466 2.9905 -0.0172 0.1261 -0.3061 -0.78
C 0.2081 0.2443 1.6125 0.0446 -0.5885 0.0386 0.18
N 0.5931 1.3122 0.8894 0.3509 0.1758 -0.0396 0.93
C 1.1090 2.3813 1.5620 -0.1264 -0.5504 0.4374 -0.68
H 1.1204 1.1726 4.7507 -0.1109 0.0216 0.0043 0.57
H 0.0875 -0.7754 3.4878 0.0358 0.1431 0.0034 0.61
H -0.2014 -0.5998 1.0506 0.1547 0.4813 0.4479 -0.73
H 1.4284 3.2486 0.9847 -0.0872 -0.1822 0.2355 0.38
```
Forces are in eV/Å.

The value obtained for the energy above the lowest of the compared OMol25 structures with the same formula, charge and spin is 0.246 eV. As for the expectation value of S²: 1.2157. As for the multiplicity: 2. Its energy is -5938.29856 a.u. Its total charge is +4.



Question: The highest energy belongs to which entry?
Answer: C30H44BF5N2P2Pt